No. 1
Formula: C57H99N2O34
Source: OMol25
Level of theory: wB97M-V/def2-TZVPD

Last column: Mulliken charge in e.
Cartesian coordinates (Å):
C -29.26 -31.64 9.47  -0.357
C -35.87 -28.67 19.22  -0.354
H -26.87 -25.27 12.25  0.430
H -26.67 -27.77 10.44  0.631
H -29.14 -34.81 16.38  0.032
H -27.78 -24.36 21.20  0.268
H -25.41 -32.76 21.39  -0.107
H -28.32 -27.56 16.68  0.459
H -29.41 -32.53 8.85  0.360
H -36.43 -27.13 17.68  0.459
H -33.92 -36.01 17.11  0.159
C -28.18 -36.75 22.04  -0.987
C -30.13 -21.83 15.35  -0.833
H -24.58 -23.26 18.12  0.442
H -27.89 -28.83 11.22  -0.323
O -25.94 -29.91 12.70  -0.289
O -28.23 -20.98 14.13  -0.607
H -29.45 -32.90 20.85  -0.122
H -34.91 -28.56 16.27  0.610
C -26.80 -30.74 23.11  -0.399
C -27.43 -28.53 10.27  -0.488
C -32.83 -23.97 19.29  -0.511
C -29.00 -21.90 14.35  0.597
H -34.04 -31.07 11.09  0.317
H -34.20 -27.05 16.63  0.171
C -25.89 -31.55 14.26  -0.056
H -33.28 -29.70 11.86  -0.022
C -29.96 -26.09 9.19  -0.282
H -30.96 -22.16 14.73  0.295
O -32.40 -25.94 18.18  0.126
C -27.75 -25.05 12.86  -0.005
C -25.22 -33.40 20.53  -0.065
O -30.31 -36.36 16.73  -0.428
H -24.94 -24.01 19.73  0.343
C -33.48 -33.05 14.50  1.261
C -27.97 -30.29 21.15  0.589
N -30.00 -28.99 16.85  1.276
O -32.45 -23.73 17.98  -0.344
H -30.00 -36.50 23.12  0.407
H -36.66 -33.21 15.59  0.332
O -27.41 -32.48 18.07  0.201
H -26.55 -25.32 20.39  -0.272
C -28.56 -35.97 18.20  0.409
H -30.21 -34.55 17.72  -0.375
C -27.80 -23.51 12.97  -0.633
H -32.65 -30.25 16.87  -0.345
H -36.14 -29.64 18.81  -0.006
C -30.15 -37.43 17.59  0.571
H -29.43 -32.39 15.91  0.635
H -29.46 -24.30 10.33  0.188
H -31.13 -32.52 20.41  -0.047
C -26.81 -24.78 17.44  0.559
C -34.31 -34.31 14.17  -1.399
H -34.38 -34.98 15.02  0.136
H -34.82 -36.59 18.52  0.382
H -23.70 -31.90 20.12  0.338
H -27.59 -36.21 17.75  0.183
C -31.90 -30.61 17.57  -1.092
H -28.48 -31.03 9.03  0.174
H -33.79 -32.61 15.46  -0.600
H -29.68 -26.99 17.70  0.043
O -30.14 -27.52 20.55  -0.325
C -27.48 -25.38 20.96  0.059
H -30.52 -32.38 22.11  0.257
H -33.91 -23.92 19.45  0.260
H -24.70 -34.34 20.68  0.423
H -29.41 -25.80 8.29  0.367
H -24.54 -31.38 12.54  0.275
C -36.72 -32.43 16.35  -1.115
H -24.65 -26.23 18.72  0.268
C -31.03 -27.42 13.34  -0.514
H -27.21 -25.69 23.12  0.406
C -25.61 -31.31 12.77  -0.243
O -31.92 -34.84 21.45  -0.693
O -28.38 -26.15 20.13  0.195
H -28.60 -30.51 17.50  0.108
O -30.50 -30.48 10.91  -0.046
H -30.65 -32.31 18.00  -0.753
O -26.76 -30.58 21.65  -0.429
H -26.86 -23.20 13.44  0.366
H -32.01 -27.04 13.65  0.424
O -30.79 -38.45 17.52  -0.566
H -23.85 -25.23 17.44  0.288
O -29.31 -37.10 18.52  -0.332
C -24.74 -25.37 18.06  -0.225
H -33.53 -33.80 18.45  -0.446
H -23.78 -33.21 18.87  0.334
H -29.27 -28.42 14.14  -0.326
O -34.41 -30.31 14.40  -0.522
C -35.55 -27.53 18.18  -0.534
O -28.55 -27.02 22.09  -0.390
H -32.60 -25.93 20.38  0.519
C -34.51 -27.99 17.11  -0.682
H -27.84 -36.53 21.03  0.100
C -29.59 -35.31 17.24  0.568
O -25.29 -31.91 18.81  -0.229
H -32.41 -23.28 20.02  0.404
H -30.27 -36.87 21.44  0.305
C -35.63 -32.67 17.34  0.675
H -31.04 -24.26 9.54  0.509
H -28.70 -28.17 18.32  -0.154
C -32.22 -24.89 17.34  0.198
H -31.79 -32.62 16.84  0.461
O -27.91 -24.89 16.87  -0.332
C -31.11 -31.82 17.14  0.707
H -34.82 -34.18 19.47  0.354
H -26.76 -32.14 14.56  0.010
C -25.15 -24.01 18.66  -0.669
H -28.09 -37.81 22.27  0.417
H -30.43 -26.74 12.73  -0.462
H -30.43 -31.22 15.10  -0.152
C -34.77 -28.96 20.18  0.394
H -24.98 -31.91 14.73  0.335
C -28.29 -30.49 23.37  -0.417
O -29.67 -34.99 21.87  -0.192
H -34.94 -29.66 11.85  0.386
C -34.08 -35.86 18.18  -1.056
H -31.64 -28.52 18.28  -0.318
H -37.65 -32.48 16.92  0.418
O -33.51 -32.22 13.43  -0.296
C -28.42 -27.92 9.31  0.343
O -28.83 -23.20 13.89  -0.002
C -30.00 -31.48 16.07  -0.060
O -35.08 -31.70 17.89  -0.343
C -26.16 -29.38 13.92  0.347
C -29.15 -26.91 20.86  0.202
H -27.94 -22.97 12.03  0.378
C -29.57 -31.19 11.60  0.080
O -32.08 -25.06 16.14  -0.522
H -28.69 -25.35 12.40  -0.461
O -35.38 -33.93 17.50  -0.332
H -31.25 -28.33 12.77  -0.005
O -28.83 -31.98 10.73  -0.309
H -29.74 -26.92 14.93  -0.093
O -28.91 -30.42 22.12  -0.250
H -36.57 -31.45 15.90  0.133
C -34.01 -30.95 13.43  0.753
O -26.45 -23.81 18.23  -0.287
H -26.99 -29.41 9.81  0.330
C -27.36 -26.25 22.20  -0.440
H -35.35 -34.02 14.01  0.410
H -31.57 -27.88 16.00  -0.516
C -26.41 -32.60 18.81  -0.144
H -32.58 -30.80 18.40  1.107
C -30.86 -28.62 15.62  0.570
H -31.40 -31.66 9.54  0.401
H -28.78 -31.31 23.92  0.358
C -24.34 -32.58 19.56  -0.609
H -32.43 -33.32 14.57  0.095
O -28.24 -30.02 19.99  -0.493
H -30.14 -22.42 16.27  0.069
C -34.42 -34.41 18.48  0.591
C -30.57 -30.96 9.60  -0.495
O -26.35 -33.60 19.70  -0.049
C -29.61 -36.34 22.12  -0.307
H -35.16 -26.67 18.74  0.082
O -29.38 -31.05 12.80  -0.115
C -29.15 -30.25 16.59  -0.273
C -30.13 -27.83 14.48  0.748
H -26.12 -30.04 23.61  0.340
H -33.65 -28.47 17.57  -0.128
C -30.49 -32.95 21.18  0.236
H -36.69 -28.29 19.82  0.507
H -30.86 -26.64 8.92  0.284
H -28.32 -35.31 19.04  -0.151
H -31.41 -29.50 15.30  0.062
C -34.13 -30.38 11.93  -0.800
N -33.92 -29.12 20.92  -0.574
H -30.70 -30.16 8.87  0.295
H -27.59 -36.23 22.79  0.313
H -26.14 -31.89 12.01  0.192
H -30.43 -29.65 18.87  -0.223
O -25.97 -30.26 14.86  -0.107
H -33.20 -36.22 18.71  0.254
H -28.39 -29.56 23.93  0.182
C -29.12 -27.87 17.36  -0.796
H -31.17 -25.34 19.72  -0.205
H -26.61 -31.77 23.42  0.270
H -28.35 -30.03 15.87  -0.180
O -26.49 -28.25 14.20  -0.422
O -29.00 -26.84 9.90  -0.014
H -33.99 -34.84 13.27  0.356
C -32.23 -25.40 19.50  -0.103
H -27.63 -25.51 13.84  0.007
H -30.30 -20.79 15.64  0.346
O -28.72 -28.45 8.26  -0.641
H -26.57 -27.00 22.17  0.284
H -30.99 -25.12 10.94  0.224
C -30.34 -24.89 10.09  -1.071
C -31.01 -29.36 18.00  0.870
O -25.75 -25.58 17.20  -0.240
C -30.76 -34.37 21.57  0.336

The HOMO energy comes out at -11.21 eV. The total charge is +1. As for the LUMO energy: -1.88 eV.



No. 2
Formula: CH4N2O2
Source: OMol25
Level of theory: wB97M-V/def2-TZVPD

Last column: natural (NBO) charge in e.
Cartesian coordinates (Å):
H -0.92 -1.53 -1.09  0.140
H 0.89 0.06 1.32  0.382
H 0.23 1.51 1.21  0.367
C -0.69 -1.04 -0.09  0.495
H 0.95 0.85 -1.34  0.470
N 0.58 0.77 0.67  -0.677
N -0.38 0.26 -0.19  -0.037
O -0.07 0.76 -1.45  -0.546
O -0.59 -1.64 0.96  -0.594

The HOMO energy comes out at -9.57 eV. The total charge is 0. The structure (SMILES) is NN(O)C=O. The energy above the lowest of the compared OMol25 structures with the same formula, charge and spin comes out at 223.3 kJ/mol. As for the LUMO energy: 0.79 eV.



No. 3
Formula: C4H6O2
Source: OMol25
Level of theory: wB97M-V/def2-TZVPD

Last column: natural (NBO) charge in e.
Cartesian coordinates (Å):
C 0.03 -0.20 0.01  0.456
H -0.16 0.03 -2.11  0.182
C -0.89 -0.12 1.01  -0.523
H 2.02 0.55 -1.45  0.476
O 1.36 1.24 -1.36  -0.686
C -1.37 -0.43 2.21  -0.265
H 0.97 -1.56 0.88  0.507
C 0.09 0.64 -1.23  -0.130
O 0.95 -1.15 0.01  -0.634
H -0.64 1.44 -1.16  0.211
H -0.70 -0.25 3.02  0.141
H -1.67 -0.18 0.17  0.265

The HOMO energy (spin up / spin down) comes out at -7.71 / -7.71 eV. The total charge is 0. The energy above the lowest of the compared OMol25 structures with the same formula, charge and spin comes out at 549.6 kJ/mol. As for the LUMO energy (spin up / spin down): -0.32 / -0.32 eV.



Largest force on an atom (computed, hartree/bohr): 0.1055, 0.0473, 0.0255